Entry 1:
# C41H60N7O3S2Tc

A molecular structure, C41H60N7O3S2Tc in a non-equilibrium geometry (the ωB97M-V functional and the def2-TZVPD basis, OMol25).

Output
Molar mass   861.11 g mol⁻¹
LUMO level (alpha / beta)   -4.5 / -3.4 eV
ΔE to the lowest compared entry with this formula, charge and spin   41.4 kJ/mol
HOMO (alpha / beta)   -10.491 / -10.559 eV
Strongest force on any atom   1.4 eV Å⁻¹
Frontier orbital gap (alpha / beta)   5.99 / 7.18 eV
⟨S²⟩   3.7830

Structure (ORCA input):
```
! RIJCOSX wB97M-V def2-TZVPD def2/J DEFGRID3
* xyz 1 4
Tc 0.09656 -0.68298 0.33038
C 1.88711 2.36353 1.09236
N 0.55756 2.11788 1.62291
C 0.54492 2.28028 3.06892
C -0.45719 2.93155 0.99116
C -0.73357 2.48436 -0.42608
N -1.18819 1.08199 -0.62191
C -1.14586 0.90195 -2.09822
C -1.76846 -0.33220 -2.67716
C -2.44302 -0.23127 -3.88481
C -2.94796 -1.35884 -4.51735
C -2.78084 -2.57892 -3.86792
C -2.14149 -2.74101 -2.64091
C -1.61201 -1.57630 -2.07269
O -0.98561 -1.60752 -0.87002
C -2.11225 -4.15561 -2.04226
C -3.55472 -4.67198 -1.90934
C -1.46998 -4.26171 -0.65763
C -1.32025 -5.06938 -2.99097
C -3.68457 -1.30288 -5.85432
C -3.73910 0.11591 -6.41956
C -2.96396 -2.20126 -6.86853
C -5.12211 -1.80532 -5.65852
C -2.58814 0.89038 -0.16375
C -2.84451 1.02485 1.31082
C -3.85120 1.84570 1.77264
C -4.15776 1.91427 3.13338
C -3.43726 1.09860 3.99201
C -2.40843 0.23881 3.58295
C -2.11884 0.25455 2.22437
O -1.11490 -0.50213 1.71325
C -1.74779 -0.64514 4.65094
C -2.83803 -1.54451 5.25937
C -1.14754 0.23940 5.75286
C -0.63167 -1.56467 4.14073
C -5.25663 2.86137 3.61181
C -4.87625 4.29954 3.23189
C -6.58016 2.48580 2.93061
C -5.45557 2.79757 5.12534
H 2.12006 3.43854 1.04006
H 1.99604 1.91311 0.10339
H 2.63045 1.89296 1.73405
H 0.83270 3.29709 3.37835
H 1.24215 1.57398 3.52294
H -0.45513 2.07520 3.45184
H -0.17426 3.99781 0.94168
H -1.35827 2.88021 1.59634
H 0.16983 2.59498 -1.02937
H -1.48450 3.15303 -0.86354
H -0.09470 0.93754 -2.37104
H -1.63231 1.76593 -2.56376
H -2.55937 0.74864 -4.32991
H -3.19031 -3.46234 -4.33990
H -4.13285 -4.03649 -1.23511
H -3.54463 -5.68328 -1.49746
H -4.07649 -4.70905 -2.86496
H -1.96599 -3.63379 0.08287
H -0.41474 -3.99442 -0.68776
H -1.54414 -5.29986 -0.32658
H -1.79286 -5.15749 -3.96977
H -1.24798 -6.07252 -2.56499
H -0.30774 -4.68496 -3.13824
H -2.73994 0.52519 -6.58547
H -4.28817 0.79473 -5.76309
H -4.25407 0.10215 -7.38102
H -1.93643 -1.86652 -7.02516
H -3.48209 -2.17079 -7.82898
H -2.93404 -3.24158 -6.54121
H -5.65279 -1.19504 -4.92508
H -5.14448 -2.84069 -5.31460
H -5.66877 -1.75618 -6.60233
H -2.89391 -0.10488 -0.48761
H -3.22590 1.60591 -0.69705
H -4.40505 2.44245 1.05598
H -3.67600 1.12169 5.04513
H -3.62088 -0.96627 5.75017
H -2.39551 -2.20674 6.00626
H -3.30709 -2.16177 4.49021
H -1.89550 0.87853 6.22220
H -0.35395 0.87739 5.35905
H -0.71420 -0.39009 6.53284
H -0.98943 -2.24881 3.36946
H -0.27813 -2.16184 4.98397
H 0.21449 -0.99824 3.74584
H -4.75953 4.41508 2.15278
H -3.93785 4.59291 3.70758
H -5.65403 4.99292 3.55788
H -6.52217 2.59005 1.84594
H -7.38197 3.13757 3.28304
H -6.85583 1.45394 3.15678
H -4.54770 3.07185 5.66707
H -5.76772 1.80344 5.45272
H -6.23724 3.50035 5.41703
N 1.32381 -3.47537 1.32471
C 1.75307 -3.22905 0.06950
N 1.60558 -2.08758 -0.58281
C 2.15019 -2.17827 -1.86024
C 2.65489 -3.38765 -2.17100
S 2.50968 -4.47120 -0.84567
C 2.20190 -1.00288 -2.73653
C 2.42754 -1.05981 -4.06924
S 2.51958 0.52717 -4.71153
C 2.23468 1.15913 -3.13411
N 2.07354 0.26445 -2.19645
N 2.13611 2.51218 -2.92493
H 1.08956 -2.72131 1.95120
H 1.48096 -4.37922 1.73399
H 3.14994 -3.68952 -3.07804
H 2.53328 -1.92163 -4.70614
H 2.42551 3.11036 -3.68128
H 2.44473 2.83226 -2.02206
O 3.71766 -0.75599 2.66000
C 2.69132 -0.62754 2.10626
N 1.63570 -0.48305 1.56226
*
```

Mulliken atomic charge list, values in e, 2 entries:
1 Tc 0.589
2 C -1.331

***

Entry 2:
# C41H61N7O4

7 unconnected molecules or ions with the total composition C41H61N7O4 in a non-equilibrium geometry (the ωB97M-V functional and the def2-TZVPD basis, OMol25).

Output
Molar mass   715.98 g mol⁻¹
LUMO level   -0.2 eV
ΔE to the lowest compared entry with this formula, charge and spin   0.0 kJ/mol
HOMO   -8.407 eV
Strongest force on any atom   4.2 eV Å⁻¹
Frontier orbital gap   8.17 eV

Structure (ORCA input):
```
! RIJCOSX wB97M-V def2-TZVPD def2/J DEFGRID3
* xyz 0 1
H -2.51953 1.72940 0.88974
N -2.28779 0.76011 1.08849
C -2.54011 0.51226 2.29415
C -2.28705 -0.83005 2.89830
C -2.75836 -1.89192 2.00490
C -2.07739 -2.67039 1.18999
C -0.65314 -2.79845 0.88681
O 0.13938 -1.99198 1.73265
C 1.49344 -2.25687 1.52716
C 2.02108 -3.06866 2.40670
C 3.27183 -3.44938 2.33827
C 3.87304 -4.39853 3.31595
C 3.97997 -2.97562 1.33438
C 3.46954 -2.15185 0.46565
C 2.21018 -1.75043 0.51164
C 1.72852 -0.81632 -0.57188
C 0.62475 0.13459 -0.13898
C 2.90487 0.01817 -1.09482
C -3.06355 -3.52639 0.50030
O -2.88399 -4.51322 -0.16370
O -4.31299 -3.02171 0.76311
C -4.18292 -2.23488 1.88650
O -5.10599 -1.91571 2.58179
H -2.96521 1.27069 2.93287
H -2.90394 -0.85647 3.78434
H -1.27553 -0.96335 3.22794
H -0.45821 -2.59642 -0.15685
H -0.38998 -3.83182 1.07250
H 1.41080 -3.43490 3.20735
H 3.66526 -4.01793 4.29793
H 4.91771 -4.46093 3.15142
H 3.40395 -5.35585 3.18937
H 4.99393 -3.28323 1.22906
H 4.12130 -1.82402 -0.30614
H 1.41472 -1.42517 -1.40809
H 0.69085 0.35991 0.91113
H -0.32323 -0.34933 -0.26066
H 0.59998 1.02280 -0.73510
H 3.56614 0.25265 -0.27591
H 2.55991 0.95028 -1.49035
H 3.46939 -0.51405 -1.83607
C -1.53343 2.94533 -3.45129
C -0.70603 4.21182 -3.31411
C 0.57759 4.16914 -4.14888
C 1.43454 3.06543 -3.72428
N 2.11878 2.20146 -3.38914
H -0.98953 2.07115 -3.08297
H -2.44075 3.02492 -2.87561
H -1.80552 2.77037 -4.49528
H -0.45974 4.36819 -2.26730
H -1.30535 5.06676 -3.63391
H 1.14133 5.09667 -4.04645
H 0.33499 4.03767 -5.20472
C 3.54594 -0.14104 -7.58617
C 2.02848 -0.25664 -7.49763
C 1.47921 0.16546 -6.13007
C 2.02089 -0.67396 -5.06809
N 2.45176 -1.34632 -4.23816
H 4.03769 -0.80115 -6.87141
H 3.89213 -0.42070 -8.58100
H 3.87389 0.88089 -7.38909
H 1.73317 -1.28572 -7.70854
H 1.57375 0.37043 -8.26656
H 0.39236 0.08118 -6.11506
H 1.73980 1.20119 -5.91418
C 0.03235 3.63837 3.00414
C -0.12349 5.05347 2.46015
C -1.44777 5.25819 1.71782
C -1.53661 4.35486 0.57463
N -1.60817 3.62998 -0.31801
H 0.04640 2.90018 2.20031
H 0.96957 3.54129 3.55105
H -0.78407 3.39149 3.68435
H 0.71060 5.27641 1.79173
H -0.07296 5.76475 3.28541
H -1.52764 6.28535 1.35845
H -2.28384 5.06701 2.38523
C 5.77541 -8.88263 3.10466
C 7.00697 -8.85352 4.00309
C 6.78149 -8.06250 5.29695
C 6.44817 -6.67168 5.00353
N 6.18082 -5.57518 4.77206
H 5.49883 -7.88070 2.77430
H 5.96825 -9.47794 2.21303
H 4.92074 -9.31963 3.62377
H 7.84370 -8.42101 3.45271
H 7.28854 -9.87519 4.26222
H 7.67903 -8.07868 5.91428
H 5.96719 -8.50021 5.87500
C -6.59576 6.43253 4.19993
C -5.77345 7.70413 4.37647
C -4.47339 7.69144 3.56319
C -3.61483 6.58380 3.97154
N -2.94501 5.70296 4.29304
H -6.05476 5.55482 4.55506
H -7.52192 6.49648 4.76926
H -6.85442 6.27402 3.15178
H -5.54037 7.83846 5.43358
H -6.36893 8.56430 4.06839
H -3.92522 8.62206 3.70695
H -4.68963 7.58844 2.49888
C -4.54050 -1.23372 -5.24651
C -3.40909 -1.20833 -4.22489
C -3.79483 -0.50187 -2.92006
C -4.15552 0.88877 -3.16127
N -4.41413 1.99579 -3.34973
H -4.82566 -0.22562 -5.55051
H -4.23304 -1.77058 -6.14381
H -5.42284 -1.73167 -4.84134
H -2.53935 -0.71397 -4.66233
H -3.11193 -2.23252 -3.99277
H -2.96382 -0.51872 -2.21361
H -4.64272 -1.00100 -2.45402
*
```

Mulliken atomic charge list, values in e, 2 entries:
1 H 0.074
2 N -0.095